{
  "formula": "C7H8ClN5O",
  "method": "wB97M-V/def2-TZVPD",
  "homo_ev": -9.062,
  "smiles": "Cn1ncc(Cl)c1[C@H](O)c1ncn[nH]1",
  "multiplicity": 1,
  "energy_ev": -29407.0714,
  "gap_ev": 9.62,
  "elements": ["C", "N", "N", "C", "C", "Cl", "C", "C", "O", "C", "N", "C", "N", "N", "H", "H", "H", "H", "H", "H", "H", "H"],
  "positions_angstrom": [[0.79722, -1.88496, -1.46525], [0.81102, -0.42965, -1.50001], [1.76350, 0.10352, -2.27084], [1.89299, 1.38835, -1.99483], [1.03433, 1.68421, -0.86091], [0.90022, 3.19435, -0.19255], [0.44765, 0.48561, -0.54216], [-0.73613, -0.02302, 0.57045], [-1.89837, -0.44088, -0.01110], [-0.97612, 1.02842, 1.64701], [-1.82686, 2.04220, 1.54405], [-1.82640, 2.57883, 2.81820], [-0.92959, 2.02904, 3.61124], [-0.47160, 1.01294, 2.88308], [1.23360, -2.17484, -0.51675], [-0.23648, -2.26144, -1.51588], [1.49484, -2.09380, -2.28078], [2.44921, 2.12054, -2.48080], [-0.41222, -0.85628, 1.11674], [-2.32076, 0.44134, -0.44059], [-2.44072, 3.34982, 3.22079], [0.21471, 0.32599, 3.12014]],
  "atomic_forces_ev_per_a": [[-0.2, 0.8, 0.3], [1.2, 1.4, 0.9], [0.5, 0.5, -1.7], [-2.6, -1.5, 2.7], [1.0, -1.8, -1.6], [-0.3, 1.4, 0.9], [-3.2, -1.5, 1.8], [2.3, 2.8, -0.9], [-2.2, 3.2, -2.4], [-1.1, 1.2, -0.7], [-0.5, -0.3, 0.7], [1.4, -0.8, -0.9], [-0.6, -0.3, 0.9], [0.6, -0.7, -1.4], [0.1, -0.4, 0.1], [0.6, 0.0, -0.4], [-0.6, -0.7, 0.1], [1.1, 0.6, -1.0], [1.2, -1.5, 0.4], [1.1, -3.0, 1.4], [-0.3, 0.6, -0.3], [0.4, 0.2, 1.0]],
  "nbo_charge": [-0.4139, -0.1646, -0.2509, -0.0549, -0.1962, 0.0702, 0.0900, 0.0803, -0.6790, 0.3130, -0.4960, 0.1373, -0.2732, -0.3397, 0.1951, 0.2229, 0.2485, 0.2154, 0.1869, 0.4943, 0.2057, 0.4087]
}

***

{
  "formula": "CH5N3O3P",
  "method": "wB97M-V/def2-TZVPD",
  "total_charge": -1,
  "homo_ev": [-5.208, -5.210],
  "multiplicity": 1,
  "energy_ev": -21018.1031,
  "gap_ev": [7.73, 7.68],
  "elements": ["C", "N", "N", "N", "O", "O", "O", "P", "H", "H", "H", "H", "H"],
  "positions_angstrom": [[0.53922, -1.30933, -0.64940], [2.08785, -2.78565, 1.33619], [0.39546, -1.87440, -1.86285], [-1.21204, 1.65970, 1.40938], [-0.42336, -0.37628, -0.63146], [-0.44513, 0.35700, -3.02217], [-2.17964, -1.44105, -2.33654], [-0.87779, -0.81538, -2.24747], [1.86783, -2.94175, 0.34842], [1.11084, -2.47643, -2.28724], [-1.84041, 1.64954, 0.67991], [-0.53667, 1.26887, 0.85366], [-1.50392, 1.09709, 2.16282]],
  "atomic_forces_ev_per_a": [[0.9, -0.1, 0.9], [0.1, 0.0, 0.3], [1.1, -0.8, 0.1], [0.1, 2.5, 1.4], [-0.1, -1.3, -0.3], [0.1, 0.0, -0.9], [-1.3, -1.0, -0.1], [0.3, 2.5, -0.3], [-0.1, 0.0, -0.2], [-0.9, 0.6, 0.3], [-3.0, 0.3, -1.3], [3.1, -1.7, -0.5], [-0.2, -1.0, 0.5]],
  "nbo_charge": [0.2813, -0.3090, -1.0037, -1.0804, -0.7792, -1.1357, -1.1186, 2.4182, 0.2349, 0.4126, 0.3529, 0.3780, 0.3487]
}

***

{
  "formula": "C45H86N10O10S",
  "method": "wB97M-V/def2-TZVPD",
  "homo_ev": -7.426,
  "smiles": "CC(=O)OCCCc1c(CC[C@H](C)CCC=C(C)C)ccc2nsnc12.CNC(C)=O.CNC(C)=O.CNC(C)=O.CNC(C)=O.CNC(C)=O.CNC(C)=O.CNC(C)=O.CNC(C)=O",
  "multiplicity": 1,
  "energy_ev": -94264.2423,
  "gap_ev": 6.71,
  "elements": ["C", "C", "O", "O", "C", "C", "C", "C", "C", "C", "C", "C", "C", "C", "C", "C", "C", "C", "C", "C", "C", "C", "N", "S", "N", "C", "H", "H", "H", "H", "H", "H", "H", "H", "H", "H", "H", "H", "H", "H", "H", "H", "H", "H", "H", "H", "H", "H", "H", "H", "H", "H", "H", "H", "H", "H", "C", "N", "C", "C", "O", "H", "H", "H", "H", "H", "H", "H", "C", "N", "C", "C", "O", "H", "H", "H", "H", "H", "H", "H", "C", "N", "C", "C", "O", "H", "H", "H", "H", "H", "H", "H", "C", "N", "C", "C", "O", "H", "H", "H", "H", "H", "H", "H", "C", "N", "C", "C", "O", "H", "H", "H", "H", "H", "H", "H", "C", "N", "C", "C", "O", "H", "H", "H", "H", "H", "H", "H", "C", "N", "C", "C", "O", "H", "H", "H", "H", "H", "H", "H", "C", "N", "C", "C", "O", "H", "H", "H", "H", "H", "H", "H"],
  "positions_angstrom": [[-1.60501, -2.26345, -0.13561], [-2.72683, -1.75742, -1.19325], [-3.74197, -2.51597, -1.33471], [-2.65573, -0.52452, -1.90959], [-1.72073, -0.58705, -3.02118], [-1.80501, 0.79660, -3.88383], [-0.76948, 1.90459, -3.28727], [-1.26216, 2.35644, -1.83740], [-2.31908, 3.48498, -1.55417], [-2.98389, 4.32047, -2.73508], [-2.02452, 5.21803, -3.63525], [-1.11948, 6.32334, -2.90754], [0.09563, 5.69791, -2.00382], [-1.91020, 7.51750, -2.18420], [-2.61189, 7.17320, -0.79115], [-1.58826, 7.11434, 0.47217], [-2.03490, 6.65312, 1.78027], [-3.59828, 6.61220, 2.19884], [-1.01226, 6.10351, 2.94079], [-2.69551, 3.70742, -0.01289], [-2.03024, 2.89517, 1.15428], [-0.93803, 1.79939, 0.91005], [-0.23842, 1.02304, 1.93601], [0.76740, 0.03249, 0.95398], [0.39243, 0.49912, -0.66810], [-0.60964, 1.56540, -0.61383], [-1.76090, -3.35445, 0.16809], [-1.70202, -1.57401, 0.79476], [-0.56358, -2.05364, -0.56435], [-0.63132, -0.81599, -2.68413], [-2.01252, -1.49554, -3.68655], [-1.45135, 0.48903, -4.94589], [-2.89717, 1.14456, -3.87352], [0.22772, 1.32466, -3.14607], [-0.53570, 2.75132, -4.01427], [-3.88067, 4.98028, -2.40721], [-3.46541, 3.53391, -3.44549], [-2.71297, 5.80724, -4.36660], [-1.31571, 4.62682, -4.34061], [-0.53846, 6.84318, -3.77562], [0.92094, 6.48078, -1.87364], [0.53922, 4.85632, -2.65774], [-0.27801, 5.24301, -1.02490], [-2.68384, 7.98497, -2.90889], [-1.14720, 8.36799, -1.97738], [-3.29003, 6.25496, -0.78701], [-3.30950, 8.07269, -0.54576], [-0.47557, 7.37740, 0.40088], [-3.86369, 5.64115, 2.77865], [-4.28317, 6.62091, 1.27897], [-3.81518, 7.47331, 2.93302], [-1.00287, 4.94845, 2.82790], [0.05985, 6.50053, 2.81942], [-1.40385, 6.32768, 4.00483], [-3.48112, 4.47155, 0.33456], [-2.34077, 3.11383, 2.23036], [3.06797, 9.56461, -0.78550], [2.21693, 8.57270, -0.16246], [2.45936, 7.84234, 0.95909], [3.76444, 8.06005, 1.67532], [1.62494, 7.03589, 1.35689], [2.52419, 10.50884, -0.81621], [3.27858, 9.23929, -1.80771], [4.00397, 9.70359, -0.24940], [1.32170, 8.37157, -0.58711], [3.81211, 7.40768, 2.54839], [4.60002, 7.81568, 1.01567], [3.83835, 9.09605, 2.01371], [1.00601, -7.50296, 2.45520], [0.91083, -6.11605, 2.04841], [-0.20103, -5.43401, 1.67370], [-1.50789, -6.17888, 1.67189], [-0.12045, -4.25247, 1.34994], [1.41737, -7.53606, 3.46724], [1.68938, -8.00796, 1.77585], [0.04189, -8.00643, 2.43942], [1.75368, -5.55854, 2.02728], [-2.30779, -5.51038, 1.34935], [-1.45782, -7.01757, 0.97617], [-1.74025, -6.53321, 2.67850], [-0.06059, -13.20517, 1.35544], [0.35962, -11.84098, 1.58864], [1.26331, -11.10705, 0.88249], [1.93413, -11.75525, -0.29733], [1.50624, -9.95083, 1.21768], [-1.14014, -13.20718, 1.18857], [0.16310, -13.79008, 2.25071], [0.43899, -13.65080, 0.49764], [-0.04799, -11.33787, 2.36504], [2.62430, -11.04806, -0.75645], [2.50191, -12.62950, 0.02701], [1.18794, -12.04144, -1.04162], [2.07849, -15.89231, -3.54540], [2.24393, -14.59110, -2.93555], [3.30782, -13.74658, -3.02958], [4.48341, -14.17966, -3.86313], [3.28603, -12.67095, -2.44423], [1.19079, -15.86184, -4.18120], [1.92298, -16.62562, -2.75076], [2.94124, -16.18257, -4.14188], [1.49466, -14.23074, -2.35990], [5.24917, -13.40321, -3.84097], [4.91230, -15.09918, -3.45852], [4.17365, -14.32951, -4.89981], [-2.13856, -8.63007, -1.43449], [-1.43722, -9.83522, -1.82382], [-1.95070, -11.07764, -2.03398], [-3.43170, -11.27095, -1.85077], [-1.20957, -11.99795, -2.36211], [-1.97492, -7.87581, -2.20731], [-1.70990, -8.27714, -0.49523], [-3.20711, -8.79289, -1.30725], [-0.43712, -9.78491, -1.96622], [-3.68937, -12.31141, -2.05320], [-3.71628, -11.03862, -0.82208], [-3.98227, -10.63686, -2.54915], [-8.11906, 6.45580, 4.84157], [-6.74416, 6.79111, 4.54181], [-5.70208, 6.92488, 5.40827], [-5.96718, 6.70531, 6.87311], [-4.59088, 7.21577, 4.98476], [-8.37507, 5.54316, 4.29857], [-8.75500, 7.27093, 4.48873], [-8.28496, 6.30220, 5.90610], [-6.48770, 6.95365, 3.57730], [-5.04246, 6.84682, 7.43401], [-6.70359, 7.42697, 7.23371], [-6.32077, 5.68567, 7.04199], [3.40656, -2.11448, -0.48044], [4.77880, -1.77562, -0.78989], [5.82717, -1.64335, 0.06869], [5.57305, -1.86890, 1.53465], [6.93511, -1.34893, -0.36153], [3.14872, -3.02549, -1.02541], [2.76767, -1.29824, -0.82615], [3.24812, -2.27243, 0.58474], [5.02736, -1.60901, -1.75540], [6.50160, -1.72800, 2.08939], [4.83806, -1.14984, 1.90336], [5.22232, -2.88977, 1.70216], [6.64021, 14.23851, 0.02543], [5.51285, 13.37669, -0.25675], [4.49987, 13.01575, 0.57800], [4.51279, 13.55759, 1.98154], [3.61422, 12.27029, 0.17641], [6.61320, 15.07740, -0.67365], [7.55696, 13.66751, -0.13805], [6.62670, 14.61696, 1.04564], [5.43475, 12.97350, -1.18054], [3.64381, 13.18178, 2.52329], [5.41401, 13.22770, 2.50316], [4.46281, 14.64854, 1.96320]],
  "atomic_forces_ev_per_a": [[-0.3, 1.7, -0.6], [-2.9, -3.4, 0.3], [4.0, 3.6, 0.2], [0.8, -1.9, 0.7], [0.6, -0.3, -1.3], [0.8, -0.9, 0.4], [-0.1, -1.2, 0.8], [-1.3, 1.7, 2.0], [2.5, -2.9, 2.3], [-0.4, -0.9, -0.5], [0.2, 1.0, -0.6], [1.1, 0.5, -0.2], [-0.7, -0.3, -1.2], [0.2, 0.0, 0.1], [0.2, 1.6, 1.4], [-1.5, -1.7, 3.1], [0.8, 0.7, -1.9], [0.8, -0.8, -0.2], [-0.7, 0.3, -0.6], [2.7, -3.0, 1.2], [-0.3, 0.7, -3.1], [-1.0, 1.1, -0.6], [-0.9, 1.2, -5.9], [-2.1, 2.4, -1.4], [-2.3, 2.6, 2.3], [1.0, -1.3, 2.0], [0.2, 1.9, -0.8], [0.1, -1.2, -1.5], [-1.5, -0.6, 0.7], [-1.8, 0.7, -0.3], [0.2, 1.6, 0.9], [-0.8, 0.7, 1.7], [1.7, -0.4, -0.2], [-1.6, 1.1, -0.1], [-0.7, -1.1, 1.1], [1.7, -1.2, -0.1], [0.8, 1.3, 1.1], [1.0, -1.0, 1.2], [-1.3, 0.7, 1.4], [-1.1, -0.9, 1.3], [-1.3, -1.1, 0.1], [-0.5, 1.2, 1.1], [0.7, 0.8, -1.3], [1.1, -0.9, 1.1], [-1.2, -1.4, -0.3], [1.2, 1.2, -0.2], [1.0, -1.5, -0.6], [-1.8, -0.8, -0.2], [0.6, 1.5, -0.8], [1.0, 0.3, 1.3], [0.3, -1.4, -1.4], [0.1, 1.9, 0.2], [-1.8, -0.7, 0.0], [0.5, -0.2, -1.8], [1.4, -1.3, -0.8], [0.4, -0.3, -1.8], [-0.6, -0.1, -0.4], [0.2, -0.4, 0.5], [-0.6, -0.2, -0.2], [0.1, 0.0, 0.2], [0.4, 0.2, 0.0], [0.4, 0.0, 0.0], [0.2, 0.1, 0.0], [-0.2, 0.0, 0.0], [0.1, 0.1, 0.1], [-0.1, 0.0, -0.2], [0.0, 0.2, 0.1], [0.1, 0.0, -0.1], [0.7, 0.3, 0.0], [-0.7, 0.4, -0.1], [0.7, 0.4, 0.1], [-0.3, 0.1, 0.0], [0.0, -0.3, 0.1], [-0.1, -0.2, 0.0], [-0.3, -0.1, 0.3], [0.1, 0.1, -0.1], [-0.1, -0.1, 0.0], [0.2, 0.0, 0.0], [0.0, 0.0, 0.2], [0.0, -0.2, -0.1], [-0.2, 0.2, 0.4], [0.3, 0.3, -0.2], [0.0, 0.1, 0.1], [-0.1, 0.3, 0.3], [-0.1, -0.5, -0.1], [0.0, -0.3, -0.1], [-0.1, -0.2, -0.2], [0.0, 0.2, 0.1], [0.0, -0.1, -0.1], [-0.2, -0.1, 0.2], [-0.1, 0.0, -0.2], [0.1, -0.1, 0.0], [-0.4, 0.1, 0.3], [0.5, 0.2, 0.0], [-0.3, 0.5, 0.3], [0.2, 0.0, -0.1], [0.3, -0.4, -0.5], [0.1, -0.3, -0.1], [0.0, -0.2, -0.2], [-0.1, 0.1, 0.1], [0.0, 0.0, -0.2], [-0.2, 0.0, 0.1], [0.0, 0.0, -0.2], [0.1, -0.2, 0.1], [0.5, 0.1, -0.1], [-0.3, -0.5, -0.1], [0.6, -0.1, -0.1], [-0.1, -0.1, 0.0], [-0.2, 0.0, 0.1], [-0.2, 0.2, 0.2], [-0.2, 0.1, -0.1], [0.1, -0.1, 0.0], [-0.1, 0.0, 0.0], [0.2, 0.1, 0.0], [-0.1, 0.1, -0.1], [-0.1, 0.0, 0.2], [0.1, 0.1, -0.5], [0.3, 0.0, 0.4], [0.5, 0.2, -0.5], [0.1, 0.0, 0.2], [-0.3, 0.0, 0.5], [-0.2, 0.0, 0.2], [-0.2, -0.1, 0.2], [0.1, 0.0, -0.1], [-0.1, 0.0, 0.1], [-0.1, 0.0, -0.2], [-0.1, -0.2, 0.0], [-0.1, 0.1, 0.1], [0.1, 0.1, -0.5], [0.3, 0.0, 0.4], [0.5, 0.2, -0.5], [0.1, 0.0, 0.2], [-0.2, -0.1, 0.2], [-0.3, 0.0, 0.2], [-0.2, -0.1, 0.1], [0.1, 0.0, -0.1], [-0.1, 0.0, 0.2], [-0.1, 0.0, -0.2], [-0.1, -0.2, 0.1], [-0.1, 0.1, 0.1], [0.0, -0.2, -0.5], [-0.3, -0.1, 0.4], [-0.3, -0.3, -0.4], [-0.1, 0.0, 0.2], [0.2, 0.3, 0.2], [0.2, 0.1, 0.2], [0.1, 0.2, 0.1], [-0.1, -0.1, -0.1], [0.0, 0.1, 0.1], [0.1, 0.0, -0.2], [0.0, 0.2, 0.0], [0.2, 0.0, 0.1]],
  "lowdin_charge": [-0.0194, -0.3711, 0.0270, -0.0932, -0.1973, -0.1339, -0.1577, -0.0607, -0.0887, -0.1631, -0.1850, -0.3406, -0.0673, -0.1855, -0.1973, -0.0641, -0.2587, -0.1102, -0.0686, 0.0141, -0.0050, -0.2843, -0.2441, 0.8928, -0.2590, -0.1820, 0.0655, 0.0902, 0.0522, 0.1163, 0.1360, 0.1189, 0.1152, 0.1117, 0.0902, 0.1184, 0.1170, 0.1206, 0.1017, 0.1324, 0.0686, 0.0786, 0.0727, 0.1142, 0.1143, 0.0613, 0.1153, 0.0711, 0.0794, 0.0584, 0.0687, 0.0610, 0.0528, 0.0762, 0.0795, 0.0891, -0.0832, 0.0163, -0.5271, -0.0057, 0.0062, 0.0677, 0.0827, 0.0674, 0.1095, 0.0849, 0.0850, 0.0833, -0.0821, 0.0132, -0.5328, 0.0029, -0.0016, 0.0869, 0.0568, 0.0705, 0.1393, 0.0848, 0.0489, 0.0906, -0.0749, 0.0092, -0.5187, -0.0311, -0.0004, 0.0813, 0.0820, 0.0730, 0.1389, 0.0837, 0.0899, 0.0616, -0.0778, 0.0123, -0.5296, -0.0105, 0.0163, 0.0852, 0.0826, 0.0744, 0.1347, 0.0852, 0.0849, 0.0855, -0.0613, 0.0147, -0.5514, -0.0126, 0.0088, 0.0919, 0.0563, 0.0808, 0.1437, 0.0835, 0.0845, 0.0865, -0.0799, 0.0068, -0.5390, -0.0118, 0.0120, 0.0838, 0.0829, 0.0743, 0.1381, 0.0853, 0.0847, 0.0853, -0.0892, 0.0034, -0.5545, -0.0122, 0.0208, 0.0858, 0.0526, 0.0673, 0.1411, 0.0839, 0.0835, 0.0828, -0.0789, 0.0034, -0.5348, -0.0093, 0.0150, 0.0839, 0.0838, 0.0752, 0.1429, 0.0865, 0.0861, 0.0862]
}

***

{
  "formula": "C6H7N3O2",
  "method": "wB97M-V/def2-TZVPD",
  "homo_ev": -8.322,
  "smiles": "Nc1ccc([N+](=O)[O-])cc1N",
  "multiplicity": 1,
  "energy_ev": -14896.8305,
  "gap_ev": 8.42,
  "elements": ["N", "C", "C", "C", "C", "N", "O", "O", "C", "C", "N", "H", "H", "H", "H", "H", "H", "H"],
  "positions_angstrom": [[2.59640, -0.60336, 0.05793], [1.24127, -0.52678, 0.10686], [0.28968, -1.59412, 0.01390], [-1.13008, -1.44200, -0.05207], [-1.49055, -0.11061, -0.07871], [-2.99446, 0.18973, 0.05306], [-3.71812, -0.77566, -0.06600], [-3.36757, 1.32674, 0.24912], [-0.64432, 0.94112, 0.01321], [0.69967, 0.80963, 0.09047], [1.42756, 2.00668, -0.00759], [2.84771, -1.68574, -0.24340], [3.14556, -0.35152, 0.92699], [0.68733, -2.57636, 0.19449], [-1.77961, -2.27420, -0.02096], [-1.20485, 1.88810, -0.30848], [2.42733, 1.85071, -0.43115], [0.96703, 2.92763, -0.49765]],
  "atomic_forces_ev_per_a": [[3.5, -4.6, -0.2], [-3.7, 1.6, 0.1], [0.3, 0.7, 0.7], [3.1, 1.4, 0.1], [-2.5, -1.4, 1.1], [1.1, -0.5, -0.7], [-0.3, 0.1, 0.1], [0.2, -0.1, 0.0], [-2.5, 2.1, -1.4], [0.5, 0.4, -1.1], [2.5, 1.8, -2.1], [-0.4, 3.7, 1.2], [-1.1, -0.4, -1.3], [0.2, -0.5, -0.3], [-0.6, -0.5, 0.0], [1.4, -0.9, 1.1], [-2.6, 0.4, 1.1], [1.2, -3.6, 1.7]],
  "nbo_charge": [-0.8255, 0.1262, -0.2381, -0.2162, 0.0338, 0.5403, -0.3824, -0.3801, -0.2623, 0.1554, -0.8319, 0.3807, 0.3974, 0.2077, 0.2524, 0.2458, 0.3925, 0.4044]
}